92
Properties=species:S:1:pos:R:3 method="wB97M-V/def2-TZVPD" relative_energy_kj_mol=105.80 homo_energy_ev="-16.2 / -16.2" lumo_energy_ev="-10.3 / -10.3" total_charge=+3 energy_ha=-3446.07710 orbital_gap_ev="5.850 / 5.851"
Pd -0.099 -0.205 0.425
C 3.706 -2.874 -1.405
C 2.691 -3.421 -2.405
C 1.743 -4.439 -1.783
C 3.482 -4.061 -3.549
N 1.827 -2.316 -2.986
C 1.340 -2.423 -4.264
C 0.687 -1.280 -4.557
N 0.767 -0.460 -3.461
B 0.191 0.966 -3.566
N -1.323 1.044 -3.223
C -2.092 1.997 -3.811
C -3.339 1.909 -3.283
N -3.342 0.896 -2.368
C -2.085 0.381 -2.326
S -1.484 -0.892 -1.305
C -4.625 0.571 -1.615
C -5.787 0.685 -2.602
C -4.733 1.600 -0.493
C -4.614 -0.840 -1.048
N 1.025 1.988 -2.743
C 2.137 2.579 -3.264
C 2.704 3.341 -2.289
N 1.940 3.214 -1.163
C 0.918 2.379 -1.459
S -0.374 1.879 -0.417
C 2.220 3.927 0.142
C 2.519 2.861 1.192
C 3.436 4.828 -0.033
C 1.009 4.787 0.495
C 1.435 -1.110 -2.500
S 1.774 -0.499 -0.897
H 4.437 -3.660 -1.221
H 3.271 -2.595 -0.451
H 4.248 -2.019 -1.812
H 2.318 -5.229 -1.302
H 1.108 -4.900 -2.539
H 1.096 -3.975 -1.038
H 4.167 -4.786 -3.116
H 4.074 -3.321 -4.087
H 2.860 -4.609 -4.252
H 1.536 -3.272 -4.888
H 0.206 -0.966 -5.465
H 0.290 1.288 -4.708
H -1.707 2.652 -4.572
H -4.222 2.469 -3.524
H -5.952 1.695 -2.966
H -6.696 0.395 -2.079
H -5.657 0.014 -3.451
H -4.800 2.615 -0.882
H -3.875 1.531 0.179
H -5.634 1.403 0.086
H -4.384 -1.583 -1.813
H -5.621 -1.048 -0.689
H -3.938 -0.930 -0.206
H 2.433 2.429 -4.286
H 3.560 3.985 -2.337
H 3.361 2.240 0.884
H 1.652 2.234 1.385
H 2.794 3.361 2.120
H 4.342 4.266 -0.261
H 3.605 5.339 0.913
H 3.277 5.596 -0.789
H 0.115 4.194 0.678
H 0.803 5.512 -0.292
H 1.229 5.340 1.408
O 0.100 1.045 2.469
C 0.848 0.456 3.527
C 1.304 -0.929 3.135
C 2.064 -1.639 4.058
C 2.456 -2.932 3.776
C 2.075 -3.487 2.560
C 1.354 -2.712 1.681
N 0.975 -1.454 1.947
H -0.490 1.732 2.802
H 0.230 0.383 4.425
H 1.718 1.077 3.760
H 2.333 -1.167 4.994
H 3.043 -3.498 4.485
H 2.338 -4.500 2.294
H 1.053 -3.096 0.717
C -3.526 -4.264 3.221
N -2.917 -2.946 3.082
C -2.536 -2.405 1.936
N -2.569 -3.139 0.829
S -2.060 -0.740 1.996
H -3.685 -4.455 4.278
H -2.859 -5.037 2.837
H -4.489 -4.305 2.710
H -2.857 -2.349 3.893
H -2.909 -4.088 0.836
H -2.445 -2.685 -0.060

87
Properties=species:S:1:pos:R:3 method="wB97M-V/def2-TZVPD" homo_energy_ev=-7.7 lumo_energy_ev=0.4 total_charge=0 energy_ha=-5840.78591 orbital_gap_ev=8.103
C -3.738 -4.232 -3.824
C -2.399 -4.741 -3.125
C -1.395 -3.545 -2.962
I 0.657 -4.230 -2.647
C -1.759 -2.519 -1.808
C -2.465 -3.207 -0.553
C -1.459 -4.035 0.315
F -0.352 -3.254 0.748
O -2.680 -1.516 -2.271
C -2.083 -0.248 -2.436
Br -0.448 -0.289 -3.602
C -3.150 0.617 -3.254
O -2.526 1.477 -4.221
O -3.482 2.266 -4.816
C -1.710 0.447 -1.058
O -2.869 0.860 -0.324
C -2.555 1.896 0.613
Cl -4.150 2.087 1.545
C -1.444 1.480 1.667
C -1.938 1.328 3.174
C -0.611 0.885 3.981
C -0.624 -0.627 4.421
C 0.454 -0.774 5.601
C 1.796 0.022 5.276
C 2.413 -0.372 3.878
C 3.643 0.525 3.443
C 4.120 -0.010 2.017
C 4.615 1.133 1.043
C 3.952 1.072 -0.406
C 4.866 0.372 -1.482
N 4.382 0.761 -2.834
C 5.145 0.968 -3.993
C 4.310 1.381 -5.109
C 2.897 1.417 -4.600
C 3.074 1.016 -3.223
C -2.334 3.296 -0.078
Cl -2.379 3.502 -1.876
C -2.133 4.468 0.607
C -2.105 4.579 2.151
Cl -1.891 6.021 -0.281
H -4.293 -5.145 -4.181
H -3.412 -3.698 -4.762
H -4.357 -3.574 -3.168
H -2.582 -5.334 -2.195
H -1.941 -5.459 -3.868
H -1.375 -3.010 -3.952
H -0.791 -2.119 -1.413
H -2.803 -2.344 0.097
H -3.394 -3.764 -0.831
H -1.138 -4.978 -0.194
H -2.006 -4.332 1.256
H -3.734 -0.149 -3.856
H -3.883 1.135 -2.588
H -4.057 1.704 -5.374
H -0.975 1.274 -1.273
H -1.160 -0.311 -0.435
H -0.658 2.290 1.636
H -0.912 0.523 1.443
H -2.658 0.485 3.313
H -2.256 2.290 3.632
H 0.268 1.187 3.361
H -0.575 1.506 4.925
H -1.614 -0.970 4.813
H -0.235 -1.273 3.579
H 0.012 -0.241 6.497
H 0.668 -1.843 5.858
H 2.574 -0.262 6.047
H 1.666 1.135 5.407
H 1.683 -0.333 3.029
H 2.725 -1.455 3.966
H 4.494 0.324 4.157
H 3.421 1.621 3.445
H 4.986 -0.699 2.194
H 3.270 -0.532 1.489
H 5.732 1.095 0.873
H 4.412 2.175 1.426
H 3.003 0.464 -0.355
H 3.679 2.093 -0.773
H 5.936 0.715 -1.444
H 4.814 -0.749 -1.411
H 6.249 0.860 -4.111
H 4.613 1.610 -6.151
H 1.956 1.689 -5.130
H 2.198 0.933 -2.545
H -1.873 5.645 2.439
H -1.338 3.948 2.659
H -3.103 4.362 2.628

82
Properties=species:S:1:pos:R:3 method="wB97M-V/def2-TZVPD" homo_energy_ev="2.3 / -3.2" lumo_energy_ev="4.0 / 3.3" total_charge=-2 energy_ha=-1931.52484 multiplicity=5 orbital_gap_ev="1.722 / 6.495" s_squared=6.02
Pt 0.375 -0.364 -0.259
Cl 2.631 -1.442 -0.116
C -1.172 3.045 1.633
C -0.808 1.011 0.754
N -1.091 2.337 0.470
H -1.273 2.336 3.695
N -1.027 0.919 2.097
H -1.280 4.112 1.653
C -1.374 2.994 -0.820
C -2.242 4.227 -0.610
C -0.101 3.476 -1.484
H -1.711 5.049 -0.113
H -2.544 4.618 -1.596
H -3.168 4.005 -0.064
H -2.297 2.417 -2.662
H -3.202 1.925 -1.198
H 0.406 2.674 -2.016
C -2.202 2.040 -1.635
H 0.571 3.934 -0.748
H -0.351 4.259 -2.213
H -1.734 1.051 -1.618
C -1.175 2.167 2.642
C 0.365 -0.335 3.657
H 0.564 0.572 4.241
H 0.393 -1.194 4.337
C -0.993 -0.257 2.991
H -1.203 -2.365 2.804
C -2.030 -0.067 4.084
H -3.024 0.130 3.672
H 1.167 -0.460 2.923
H -0.595 -1.569 1.334
H -1.760 0.734 4.779
H -2.081 -0.989 4.668
C -1.304 -1.474 2.176
H -2.314 -1.429 1.769
C -0.055 -2.678 -3.654
N 0.408 -1.594 -2.959
H -0.831 -4.563 -2.982
N -0.039 -3.124 -1.509
H -0.147 -2.680 -4.733
C 0.517 -0.330 -3.696
C 0.983 -0.599 -5.118
C -0.915 0.161 -3.777
H 0.194 -1.087 -5.705
H 1.165 0.362 -5.617
H 1.911 -1.186 -5.164
H 1.517 1.576 -3.589
H 2.515 0.185 -3.009
H -1.377 0.059 -2.793
C 1.499 0.614 -3.043
H -1.495 -0.491 -4.441
H -0.969 1.193 -4.129
H 1.218 0.847 -1.997
C -0.352 -3.615 -2.755
C -1.798 -3.906 -0.084
H -2.372 -4.146 -0.986
H -2.065 -4.612 0.707
C -0.322 -4.056 -0.387
H 0.268 -4.640 1.559
C -0.091 -5.486 -0.885
H 0.902 -5.610 -1.327
H -2.037 -2.891 0.233
H 0.624 -2.940 1.251
H -0.849 -5.816 -1.597
H -0.172 -6.187 -0.048
C 0.608 -3.925 0.797
H 1.636 -4.200 0.527
C 0.248 -1.782 -1.597
C 1.912 1.297 0.240
C 2.344 1.751 1.576
C 3.096 0.911 2.410
C 3.466 1.315 3.691
C 3.109 2.589 4.160
C 2.451 3.465 3.292
C 2.081 3.062 2.021
H 2.751 0.824 -0.266
H 1.476 2.116 -0.337
H 3.360 -0.077 2.025
H 4.019 0.641 4.348
H 3.368 2.916 5.169
H 2.229 4.491 3.609
H 1.593 3.761 1.343